(1)
11 unconnected molecules or ions with the total composition C37H105N9O11. Source: the OMol25 dataset; level of theory: ωB97M-V with the def2-TZVPD basis set.

Kohn-Sham gap: 9.2 eV
multiplicity: 1
largest force on an atom: 0.06422 hartree/bohr
lowest unoccupied orbital energy: 0.2 eV
ΔE to the lowest compared entry with this formula, charge and spin: 31.0 kcal/mol
SMILES: COC[C@H](C)N.COC[C@H](C)N.COC[C@H](C)N.COC[C@H](C)N.COC[C@H](C)N.COC[C@H](C)N.COC[C@H](C)N.COC[C@H](C)N.COC[C@H](C)N.CO.O

Each line ends with the Mulliken charge.
CARTESIAN COORDINATES (ANGSTROEM)
O -4.99 -5.05 -5.76  -0.522
O -7.97 8.10 4.71  -0.326
O -3.22 1.55 -9.32  -0.329
O 1.99 10.34 2.26  -0.306
O 5.95 0.76 -3.65  -0.316
O -5.67 -0.67 -4.68  -0.632
O 7.10 -5.97 -6.90  -0.294
O -0.22 -0.43 -2.31  -0.225
O 2.09 0.19 9.08  -0.317
O -4.66 -1.89 5.15  -0.282
O 0.97 -8.46 0.90  -0.314
N -3.76 -1.32 -9.85  -0.719
N -9.53 6.82 6.60  -0.826
N 4.52 -0.51 10.60  -0.761
N 7.38 -1.51 -2.72  -0.711
N 0.49 8.00 -0.15  -0.718
N 3.32 -6.88 2.22  -0.786
N -1.23 2.01 -2.00  -0.780
N 5.78 -5.21 -10.28  -0.741
N -6.77 -0.07 6.10  -0.792
C 5.13 1.42 -4.56  -0.768
C 1.26 -8.13 2.30  -0.723
C 3.22 -0.57 11.13  0.148
C -2.53 -0.69 -10.22  0.615
C -3.89 -2.92 4.50  -0.709
C -1.04 -0.22 -1.19  -0.689
C -8.79 8.29 8.43  -1.421
C 1.27 -0.15 8.02  -0.812
C -2.78 0.80 -10.50  -0.712
C -5.91 -2.34 5.73  -0.782
C 2.93 0.76 11.85  -1.271
C 0.47 -1.64 -2.47  -0.793
C 2.18 -0.79 10.04  -0.767
C -1.58 1.87 0.32  -1.342
C 7.27 0.57 -4.06  -0.632
C 6.55 -6.22 -8.18  -0.776
C 2.76 -8.15 2.54  0.695
C -7.46 -1.79 7.60  -1.368
C -0.81 1.30 -0.85  0.412
C -8.86 8.12 6.89  0.646
C 1.02 8.42 1.15  0.530
C -1.89 -1.46 -11.43  -1.407
C 2.05 7.45 1.59  -1.308
C -6.84 8.18 3.81  -0.707
C 7.97 -0.22 -2.96  0.273
C 2.82 11.52 2.11  -0.756
C 7.19 -7.12 -6.08  -0.784
C -0.38 -8.82 0.65  -0.727
C -7.61 8.11 6.06  -0.675
C 5.38 -4.07 -8.20  -1.321
C -2.25 1.92 -8.37  -0.691
C 3.21 -8.30 3.92  -1.532
C 1.41 9.90 0.99  -0.745
C 9.42 -0.55 -3.31  -1.520
C 6.35 -4.97 -9.00  0.374
C -6.32 -1.25 6.75  0.543
C -3.75 -4.93 -5.10  -0.460
H -7.75 -1.02 8.32  0.360
H -8.33 -2.24 7.11  0.299
H -0.76 1.71 -2.85  0.319
H -2.59 1.48 0.44  0.288
H 3.01 7.87 1.31  0.288
H -0.71 -9.77 1.07  0.297
H -2.68 2.62 -7.66  0.265
H 0.93 -1.65 -3.46  0.220
H -6.90 0.63 6.82  0.241
H 2.10 9.75 0.16  0.342
H 7.34 -4.50 -9.02  0.320
H 3.24 1.58 11.20  0.284
H -1.46 2.93 0.52  0.343
H 3.02 -6.75 1.26  0.249
H -6.38 9.16 3.94  0.295
H 3.71 11.33 1.52  0.308
H 5.78 -3.97 -7.19  0.330
H 4.22 1.77 -4.07  0.259
H -1.83 1.08 -7.80  0.253
H -4.92 -5.26 -6.70  0.304
H 5.54 2.28 -5.08  0.310
H 2.31 12.23 1.46  0.309
H 0.34 7.00 -0.23  0.226
H -9.61 8.84 6.58  0.240
H 7.92 0.47 -2.12  0.326
H -2.06 -0.52 -1.43  0.308
H 1.08 8.07 -0.96  0.251
H 6.26 -7.68 -6.09  0.337
H 4.33 -6.87 2.27  0.212
H -1.04 1.33 1.10  0.356
H -8.24 7.53 8.98  0.329
H 0.19 8.40 1.85  0.246
H 4.22 -7.97 4.19  0.416
H -7.16 -2.53 8.35  0.386
H -4.46 -0.73 -9.43  0.255
H 3.23 -8.88 1.88  0.324
H 0.94 -7.15 2.65  0.325
H -1.72 -2.49 -11.11  0.342
H -6.07 7.43 4.01  0.295
H -1.49 2.51 -8.87  0.301
H 9.48 -0.96 -4.32  0.370
H 3.22 -9.36 4.17  0.351
H -3.14 -4.22 -5.67  0.196
H -2.66 -1.59 -12.19  0.327
H 1.23 -1.03 10.52  0.426
H 0.41 -0.75 8.33  0.325
H 4.23 0.15 9.89  0.349
H 5.96 -4.30 -10.68  0.309
H 6.97 -7.07 -8.71  0.408
H -1.04 -8.01 0.95  0.294
H -9.79 8.26 8.86  0.348
H 2.74 -7.65 4.65  0.334
H -3.32 -5.92 -4.99  0.271
H -3.90 -3.86 5.06  0.282
H -0.74 -0.80 -0.31  0.364
H 6.45 -1.12 -2.78  0.365
H 1.71 -0.73 7.21  0.309
H -6.67 -2.43 4.95  0.379
H -6.38 -1.30 -4.76  0.322
H -8.36 9.29 8.53  0.352
H 1.27 -1.79 -1.75  0.314
H 2.08 6.55 0.97  0.390
H 5.54 -6.60 -8.12  0.324
H 0.26 1.47 -0.74  0.315
H 4.35 -4.43 -8.22  0.322
H -6.94 8.90 6.39  0.368
H -1.86 -0.90 -9.38  0.209
H -10.50 6.86 6.84  0.231
H -3.61 0.90 -11.20  0.337
H 0.86 0.70 7.48  0.268
H 9.93 -1.13 -2.55  0.374
H -2.11 1.61 -2.28  0.278
H 0.59 10.51 0.59  0.405
H 3.27 -1.36 11.88  0.451
H -0.20 -2.48 -2.27  0.312
H 5.36 -3.04 -8.57  0.366
H 6.52 -5.67 -10.78  0.283
H 8.04 -7.79 -6.22  0.278
H -6.04 0.34 5.54  0.270
H -5.74 -3.30 6.21  0.375
H 10.05 0.34 -3.29  0.403
H -1.82 1.18 -10.85  0.373
H 2.48 -1.68 9.50  0.405
H -0.52 -9.02 -0.42  0.269
H -3.82 -4.53 -4.08  0.210
H -3.63 -1.97 -9.08  0.220
H 2.12 7.27 2.66  0.279
H 4.81 -1.31 10.05  0.253
H -4.58 -3.14 3.68  0.320
H -7.32 8.05 2.83  0.235
H 7.19 -6.71 -5.07  0.264
H 7.67 -2.02 -3.53  0.290
H 7.82 1.50 -4.20  0.381
H 7.31 -0.03 -4.98  0.301
H -9.53 6.74 5.59  0.270
H -5.84 -0.02 -5.35  0.312
H 4.74 0.73 -5.31  0.297
H 1.91 0.91 12.21  0.333
H -1.03 -0.98 -11.89  0.361
H -5.48 -0.92 7.36  0.257
H -2.92 -2.52 4.24  0.221
H -7.03 7.19 6.14  0.347
H 3.09 12.02 3.04  0.260
H 3.69 0.80 12.63  0.378
H 0.86 -9.01 2.80  0.317

(2)
A molecular structure, C33H52BrKN6P. Source: the OMol25 dataset; level of theory: ωB97M-V with the def2-TZVPD basis set.

Kohn-Sham gap: 6.2 eV
multiplicity: 1
largest force on an atom: 0.02458 hartree/bohr
net charge: -1
lowest unoccupied orbital energy: 2.2 eV

Each line ends with the natural charge from an NBO analysis.
CARTESIAN COORDINATES (ANGSTROEM)
Br 2.99 2.20 6.93  -0.036
K 0.15 1.00 -0.57  0.839
P 0.73 -2.21 1.21  0.839
N -2.98 2.10 -0.79  -0.204
N 0.06 2.40 -2.95  -0.891
N 1.61 0.00 -2.71  -0.471
N 2.65 1.78 -0.62  -0.864
N -1.21 -0.89 -1.87  -0.953
N -3.58 2.65 -1.72  -0.159
C 3.25 1.25 4.25  -0.316
C 1.71 1.74 2.35  -0.444
C -3.62 1.95 -2.97  -0.009
C 1.01 2.08 -4.01  -0.211
C 3.52 -2.20 1.60  -0.608
C 1.75 -4.41 -0.23  -0.607
C 2.85 1.13 2.91  -0.218
C 3.46 1.44 -1.77  -0.223
C -3.17 2.80 0.47  0.177
C -3.99 0.86 -5.46  -0.221
C -4.66 2.41 -3.78  -0.198
C -0.55 -0.85 3.28  -0.612
C -4.41 4.27 1.92  -0.218
C 0.49 -3.93 0.50  -0.517
C -0.04 -5.03 1.41  -0.614
C 2.24 -3.39 3.42  -0.610
C 2.19 -2.28 2.36  -0.547
C -2.35 2.47 1.54  -0.239
C 1.31 0.58 -4.02  -0.231
C 1.38 2.71 4.62  -0.290
C 2.49 2.03 5.09  -0.091
C 3.02 0.10 -2.35  -0.205
C -0.34 -1.66 -2.77  -0.219
C -4.21 3.71 0.68  -0.239
C 1.03 2.55 3.28  -0.272
C -1.99 -2.03 1.59  -0.608
C -2.96 0.42 -4.62  -0.264
C -0.69 -2.10 2.39  -0.515
C 1.15 -1.38 -2.57  -0.231
C -4.86 1.86 -5.03  -0.273
C -3.59 3.93 2.99  -0.225
C -2.71 0.95 -3.34  -0.375
C -2.56 3.02 2.79  -0.201
H -1.52 1.78 1.41  0.216
H 3.47 -1.45 0.81  0.214
H 0.42 0.09 -4.41  0.207
H -0.61 -1.51 -3.82  0.165
H 3.35 2.23 -2.52  0.181
H -0.33 0.04 2.69  0.231
H 0.16 3.12 2.95  0.177
H -1.49 -0.68 3.82  0.202
H 3.66 -0.15 -3.21  0.162
H -2.85 -2.00 2.27  0.205
H 3.00 -3.15 4.16  0.207
H -5.67 2.21 -5.66  0.195
H 0.65 -5.24 2.23  0.205
H 4.54 1.36 -1.56  0.160
H 3.49 0.51 2.29  0.152
H -1.91 2.75 3.61  0.223
H 1.51 -5.22 -0.92  0.203
H 2.13 0.38 -4.73  0.164
H 2.49 -4.79 0.48  0.198
H -5.33 3.18 -3.40  0.200
H 4.13 0.74 4.62  0.203
H 1.39 -1.69 -1.55  0.212
H -0.45 -2.73 -2.59  0.184
H -0.20 3.38 -3.00  0.357
H -4.85 3.95 -0.16  0.229
H 1.29 -3.50 3.95  0.207
H -2.12 -2.89 0.93  0.198
H -0.16 -5.96 0.84  0.199
H 3.78 -3.15 1.15  0.196
H -3.76 4.36 3.97  0.205
H 2.23 -3.61 -0.81  0.215
H 0.81 3.34 5.29  0.204
H 0.24 -0.95 4.02  0.213
H 2.78 1.14 0.16  0.383
H 0.64 2.33 -5.02  0.165
H 2.49 -4.35 2.97  0.191
H 4.32 -1.92 2.29  0.208
H -2.32 -0.37 -5.01  0.170
H -1.01 -4.78 1.84  0.210
H -0.82 1.87 -3.12  0.400
H -0.27 -3.75 -0.27  0.218
H -2.02 -1.45 -1.64  0.356
H -1.61 -0.09 -2.39  0.414
H 3.22 -0.66 -1.58  0.192
H 1.92 2.66 -3.86  0.171
H -5.22 4.97 2.07  0.203
H 1.71 -2.06 -3.25  0.152
H 2.86 2.70 -0.24  0.379
H -2.01 -1.13 0.97  0.224
H -4.10 0.44 -6.45  0.189
H -0.70 -2.98 3.03  0.199
H 2.07 -1.32 2.87  0.261

(3)
A single C4H8O3 molecule. Source: the OMol25 dataset; level of theory: ωB97M-V with the def2-TZVPD basis set.

Kohn-Sham gap: 11.3 eV
multiplicity: 1
largest force on an atom: 0.01359 hartree/bohr
lowest unoccupied orbital energy: 0.9 eV
ΔE to the lowest compared entry with this formula, charge and spin: 23.7 kcal/mol
SMILES: COC(=O)[C@@H](C)O

Each line ends with the natural charge from an NBO analysis.
CARTESIAN COORDINATES (ANGSTROEM)
O -0.57 1.21 -0.60  -0.624
O -1.08 -0.96 -0.47  -0.487
O 0.61 1.05 1.72  -0.705
C 2.22 -0.02 0.29  -0.628
C -0.32 0.10 -0.19  0.775
C -2.33 -0.58 -1.07  -0.267
C 0.79 -0.07 0.86  0.004
H -2.16 -0.04 -2.01  0.203
H 2.36 0.94 -0.23  0.219
H 0.22 1.69 1.11  0.484
H -2.88 -1.51 -1.23  0.199
H -2.86 0.08 -0.38  0.196
H 0.61 -1.00 1.43  0.193
H 2.91 -0.01 1.14  0.226
H 2.48 -0.86 -0.37  0.212

(4)
A single C4H11NO molecule. Source: the OMol25 dataset; level of theory: ωB97M-V with the def2-TZVPD basis set.

Kohn-Sham gap: 10.1 eV
multiplicity: 1
largest force on an atom: 0.04917 hartree/bohr
lowest unoccupied orbital energy: 0.8 eV
ΔE to the lowest compared entry with this formula, charge and spin: 25.8 kcal/mol
SMILES: CC(C)(N)CO

Each line ends with the natural charge from an NBO analysis.
CARTESIAN COORDINATES (ANGSTROEM)
O 1.82 -0.88 -0.58  -0.714
N -1.70 0.33 -0.41  -0.831
C 0.41 -0.78 -0.86  -0.072
C -0.42 -0.39 1.54  -0.616
C -0.36 0.19 0.11  0.063
C 0.27 1.60 0.13  -0.616
H 0.25 -0.48 -1.90  0.180
H -0.13 -1.82 -0.78  0.151
H -0.99 -1.33 1.60  0.207
H -0.87 0.27 2.28  0.225
H -2.22 -0.56 -0.44  0.361
H 1.84 -1.21 0.34  0.462
H -1.58 0.68 -1.38  0.353
H -0.09 2.28 0.97  0.219
H 0.57 -0.56 1.91  0.196
H 1.35 1.62 0.28  0.228
H -0.11 2.16 -0.85  0.204

(5)
A single C21H24FN3OS molecule. Source: the OMol25 dataset; level of theory: ωB97M-V with the def2-TZVPD basis set.

Kohn-Sham gap: 8.7 eV
multiplicity: 1
largest force on an atom: 0.01676 hartree/bohr
lowest unoccupied orbital energy: 0.6 eV
ΔE to the lowest compared entry with this formula, charge and spin: 0.0 kcal/mol
SMILES: Cc1ccc(C)c(NC(=S)N2CCC(NC(=O)c3cccc(F)c3)CC2)c1

Each line ends with the natural charge from an NBO analysis.
CARTESIAN COORDINATES (ANGSTROEM)
S 1.36 -2.03 1.28  -0.295
F -3.84 3.09 0.22  -0.326
O 0.97 2.47 -0.77  -0.662
N 2.77 -0.81 -0.56  -0.440
N 1.81 1.38 1.03  -0.612
N 0.55 -1.16 -1.10  -0.621
C -0.92 0.62 1.69  -0.229
C -3.03 -0.51 -1.52  -0.189
C -3.23 1.26 1.58  -0.277
C -3.38 -3.30 1.01  -0.630
C -1.66 -0.42 -1.69  -0.053
C 3.91 0.18 1.38  -0.421
C -0.84 -1.27 -0.94  0.222
C -2.88 2.28 0.71  0.388
C -1.57 2.48 0.32  -0.244
C -0.57 1.65 0.81  -0.141
C -2.24 0.44 2.07  -0.130
C -3.60 -1.41 -0.64  -0.228
C -1.09 0.57 -2.67  -0.662
C 0.81 1.88 0.28  0.672
C 1.54 -1.29 -0.19  0.340
C 3.88 -0.96 0.35  -0.227
C -1.42 -2.21 -0.09  -0.254
C 3.60 1.50 -0.70  -0.422
C 2.98 0.31 -1.46  -0.229
C -2.79 -2.28 0.08  -0.005
C 3.24 1.43 0.78  -0.039
H 4.69 1.49 -0.78  0.206
H 3.64 2.33 1.28  0.205
H -1.32 3.27 -0.38  0.250
H 4.79 -0.96 -0.26  0.196
H -0.78 -2.89 0.46  0.245
H -3.60 -4.21 0.46  0.221
H -4.67 -1.45 -0.52  0.208
H -4.27 1.13 1.86  0.229
H 3.65 -0.01 -2.27  0.203
H -4.31 -2.93 1.44  0.212
H -1.90 1.14 -3.12  0.228
H 3.80 -1.93 0.86  0.253
H -0.55 0.07 -3.47  0.205
H 0.80 -0.70 -1.96  0.403
H 4.94 0.41 1.65  0.218
H -3.68 0.15 -2.08  0.210
H 2.04 0.64 -1.90  0.219
H -0.42 1.28 -2.18  0.248
H -2.69 -3.54 1.81  0.217
H -0.18 -0.07 2.06  0.233
H 1.56 0.93 1.90  0.412
H 3.23 2.42 -1.14  0.257
H -2.49 -0.37 2.73  0.212
H 3.38 -0.12 2.28  0.222

Q: The lowest lowest unoccupied orbital energy belongs to which entry?
A: C37H105N9O11